C8H10N5 | wB97M-V/def2-TZVPD

Output
Spin multiplicity: 1
Net charge: +1
E_HOMO (spin up / spin down), eV: -13.12 / -13.12
Orbital gap (spin up / spin down), eV: 6.79 / 6.80
Energy relative to the best compared isomer or geometry (same formula, charge and spin), kcal/mol: 161.39
SMILES string: CCN=[N+]=N/N=N/c1ccccc1

```
23
Properties=species:S:1:pos:R:3:forces:R:3:mulliken_charge:R:1
C -2.467 -1.924 -3.410 -2.7 -2.2 -2.0 -1.0929
C -1.501 -0.871 -3.748 -0.9 -1.1 1.0 -0.1012
N -0.381 -0.743 -2.876 2.9 0.4 0.8 0.0845
N 0.201 -1.498 -2.134 -2.1 1.7 -0.5 0.4235
N 1.217 -1.511 -1.423 0.8 -2.0 -1.6 -0.6343
N 1.501 -0.678 -0.470 0.6 1.7 1.1 0.0348
N 0.789 -0.393 0.462 -1.8 -1.5 0.5 0.0719
C 0.982 0.403 1.543 0.9 2.8 1.6 0.3825
C 0.047 0.370 2.618 -1.3 -1.3 0.6 -0.1490
C 0.224 1.121 3.807 -2.1 -3.0 -1.6 -0.5835
C 1.191 2.031 3.853 0.7 1.4 3.6 -0.1358
C 2.059 2.218 2.856 2.0 0.5 -3.4 -0.5399
C 2.006 1.405 1.701 0.3 1.3 0.3 0.0151
H -3.136 -1.912 -4.380 0.9 -0.4 1.9 0.3131
H -3.179 -1.802 -2.593 0.4 0.4 0.2 0.3578
H -2.039 -2.952 -3.360 -0.1 0.8 0.0 0.3532
H -2.053 0.068 -3.726 0.7 0.4 -0.6 0.2532
H -1.101 -1.230 -4.693 0.5 1.1 -0.4 0.2836
H -0.873 -0.309 2.622 1.7 0.8 -0.4 0.3041
H -0.390 0.844 4.664 0.0 0.5 -0.3 0.3555
H 1.361 2.544 4.806 -0.2 0.2 -0.4 0.3428
H 2.790 3.066 2.912 -0.6 -1.2 -0.2 0.3294
H 2.753 1.752 0.970 -0.5 -1.1 -0.2 0.3315
```
Positions in Å, forces in eV/Å.